Entry 1:
Formula: C20H25BF3NO4
Source: the Open Molecules 2025 dataset
Level of theory: wB97M-V/def2-TZVPD

CARTESIAN COORDINATES (ANGSTROEM)
1 C -0.117 -1.749 4.481
2 C 0.731 -1.692 3.321
3 C 1.692 -2.621 2.961
4 C 2.220 -2.137 1.722
5 C 1.826 -0.792 1.602
6 B -1.299 -0.830 0.313
7 O -1.146 0.488 0.782
8 C -2.315 1.075 0.213
9 C -2.978 -0.059 -0.674
10 C -4.225 0.397 -1.348
11 C -3.271 -1.340 0.270
12 O -2.063 -1.710 1.031
13 C -1.889 -0.492 -1.750
14 O -0.879 -1.178 -0.971
15 O 0.732 -0.616 2.476
16 H 0.416 -2.416 5.188
17 H -0.334 -0.816 5.004
18 H -1.090 -2.196 4.248
19 H 1.971 -3.521 3.537
20 H 2.742 -2.648 0.923
21 H -2.975 1.377 1.048
22 H -2.040 1.963 -0.392
23 H -4.566 -0.401 -2.015
24 H -4.967 0.620 -0.577
25 H -4.001 1.297 -1.924
26 H -4.054 -1.099 1.007
27 H -3.539 -2.222 -0.344
28 H -2.290 -1.208 -2.500
29 H -1.446 0.405 -2.240
30 C 2.032 1.656 2.840
31 N 1.508 1.510 1.516
32 C 0.893 2.707 1.012
33 C 2.027 0.295 0.754
34 C 1.692 0.220 -0.808
35 C 1.852 1.383 -1.558
36 C 1.676 1.468 -2.941
37 C 1.426 0.260 -3.616
38 C 1.161 0.244 -5.107
39 F 2.310 0.120 -5.868
40 F 0.337 -0.798 -5.462
41 F 0.538 1.388 -5.526
42 C 1.390 -0.962 -2.942
43 C 1.508 -0.943 -1.546
44 H 1.288 1.894 3.626
45 H 2.561 0.741 3.142
46 H 2.778 2.471 2.806
47 H 0.072 3.105 1.642
48 H 1.653 3.517 0.959
49 H 0.440 2.582 0.032
50 H 3.157 0.387 0.695
51 H 2.210 2.256 -1.022
52 H 1.804 2.420 -3.483
53 H 1.331 -1.903 -3.489
54 H 1.511 -1.898 -1.049

Forces on atoms 1 to 2 (eV/Å):
C -0.97 -0.51 1.59
C 2.09 -0.32 -1.20

Values from the calculation:
Energy: -39653.3901 eV
E_HOMO: -7.532 eV
LUMO level: 0.019 Eh
ΔE to the lowest compared entry with this formula, charge and spin: 0.0 kcal/mol

Calculated atomic charges, method Löwdin, unit e: -0.02 -0.33 -0.01 0.01 -0.25 -0.92 0.09 -0.07 -0.40 -0.03 -0.01 0.14 -0.04 0.07 0.03 0.10 0.09 0.09 0.12 0.11 0.15 0.14 0.10 0.10 0.10 0.14 0.15 0.15 0.15 -0.09 -0.21 -0.11 -0.16 -0.10 -0.04 0.00 -0.14 -0.50 0.10 0.10 0.11 0.00 -0.03 0.10 0.09 0.09 0.09 0.09 0.06 0.17 0.11 0.13 0.13 0.11

---

Entry 2:
Formula: C20H25BeCoF15N2O16
Source: the Open Molecules 2025 dataset
Level of theory: wB97M-V/def2-TZVPD

CARTESIAN COORDINATES (ANGSTROEM)
1 Co 1.358 -2.140 2.762
2 Be -3.404 -2.758 0.799
3 N -0.429 -0.978 0.512
4 O 0.663 -1.051 1.153
5 O -0.412 -0.518 -0.607
6 O -1.501 -1.380 1.050
7 N -0.503 -4.395 2.022
8 O -1.443 -4.065 1.238
9 O -0.700 -5.157 2.925
10 O 0.557 -3.718 1.895
11 C -0.678 2.852 3.188
12 C 0.079 1.570 3.486
13 O 1.467 1.893 3.374
14 C 2.358 0.963 3.513
15 O 2.131 -0.225 3.537
16 C 3.774 1.547 3.745
17 F 4.449 0.716 4.534
18 F 4.429 1.522 2.571
19 F 3.708 2.750 4.253
20 H -0.644 3.050 2.116
21 H -0.219 3.698 3.697
22 H -1.719 2.777 3.498
23 H -0.258 0.814 2.767
24 H -0.084 1.105 4.462
25 C -0.374 -5.077 -1.908
26 C -0.375 -3.553 -2.042
27 O -1.448 -3.196 -2.937
28 C -2.552 -2.708 -2.499
29 O -2.768 -2.359 -1.343
30 C -3.611 -2.524 -3.610
31 F -3.331 -3.182 -4.703
32 F -4.765 -2.975 -3.084
33 F -3.746 -1.223 -3.834
34 H -1.222 -5.448 -1.328
35 H 0.520 -5.451 -1.414
36 H -0.451 -5.519 -2.901
37 H 0.569 -3.300 -2.515
38 H -0.442 -3.129 -1.045
39 C -3.457 2.062 -1.501
40 C -2.612 1.890 -0.260
41 O -3.360 1.980 0.951
42 C -3.938 0.958 1.474
43 O -3.940 -0.153 1.000
44 C -4.523 1.324 2.848
45 F -3.665 0.846 3.776
46 F -4.696 2.619 2.959
47 F -5.665 0.681 3.095
48 H -2.909 2.346 -2.396
49 H -4.254 2.778 -1.287
50 H -3.986 1.146 -1.776
51 H -1.772 2.577 -0.168
52 H -2.070 0.949 -0.400
53 C -0.785 4.172 -4.935
54 C -0.683 4.400 -3.454
55 O 0.320 3.539 -2.897
56 C 0.555 3.524 -1.612
57 O -0.034 4.141 -0.779
58 C 1.623 2.486 -1.237
59 F 2.803 3.092 -1.055
60 F 1.261 1.878 -0.099
61 F 1.836 1.547 -2.164
62 H 0.121 4.342 -5.515
63 H -1.554 4.771 -5.424
64 H -1.082 3.143 -5.161
65 H -1.631 4.277 -2.930
66 H -0.421 5.450 -3.304
67 C 3.196 -1.712 -1.499
68 C 3.746 -0.633 -0.580
69 O 4.782 -1.127 0.313
70 C 4.459 -1.712 1.413
71 O 3.314 -1.904 1.772
72 C 5.702 -2.141 2.251
73 F 5.355 -3.279 2.860
74 F 6.744 -2.362 1.469
75 F 6.007 -1.215 3.144
76 H 4.005 -2.245 -1.990
77 H 2.473 -1.241 -2.163
78 H 2.606 -2.416 -0.906
79 H 2.930 -0.182 -0.015
80 H 4.211 0.174 -1.139

Forces on atoms 1 to 2 (eV/Å):
Co 0.83 1.30 -1.36
Be 3.98 1.96 -1.87

Values from the calculation:
Multiplicity: 4
Energy: -135651.7011 eV
E_HOMO: -15.694 eV
LUMO level: -0.388 Eh
<S²>: 3.755
Charge: +2

Calculated atomic charges, method Löwdin, unit e: 1.12 1.25 -0.48 -0.08 0.09 -0.07 -0.49 -0.07 0.17 -0.09 -0.02 -0.18 0.09 -0.34 0.08 -0.55 0.19 0.18 0.24 0.08 0.10 0.08 0.10 0.14 -0.03 -0.16 0.12 -0.34 0.08 -0.56 0.24 0.17 0.20 0.08 0.09 0.09 0.13 0.09 -0.02 -0.18 0.09 -0.38 0.10 -0.55 0.16 0.22 0.18 0.08 0.10 0.08 0.11 0.10 -0.06 -0.19 0.05 -0.42 0.17 -0.53 0.18 0.14 0.17 0.09 0.09 0.08 0.12 0.14 -0.03 -0.16 0.10 -0.34 0.06 -0.55 0.18 0.21 0.20 0.10 0.08 0.07 0.10 0.14

---

Entry 3:
Formula: C20H25Br30IN3O2
Source: the Open Molecules 2025 dataset
Level of theory: wB97M-V/def2-TZVPD

CARTESIAN COORDINATES (ANGSTROEM)
1 C -3.572 3.192 3.050
2 C -4.579 3.814 1.951
3 I -4.560 6.002 2.114
4 C -4.265 3.317 0.421
5 N -3.834 1.875 0.529
6 C -2.416 1.565 0.337
7 C -2.369 0.006 0.560
8 C -1.073 -0.938 0.504
9 C 0.248 -0.063 0.963
10 C 0.868 0.621 -0.373
11 O 1.330 1.992 -0.187
12 N -3.756 -0.376 0.838
13 N -4.327 -1.614 1.139
14 C -4.799 -1.495 2.394
15 O -5.155 -1.204 3.569
16 C -4.698 0.744 0.812
17 H -2.474 3.516 2.834
18 H -3.820 3.634 4.098
19 H -3.671 2.038 3.174
20 H -5.640 3.409 2.211
21 H -5.233 3.453 -0.208
22 H -3.445 3.944 -0.088
23 H -1.568 2.305 0.115
24 H -1.164 -1.828 1.223
25 H -0.899 -1.235 -0.593
26 H -0.040 0.712 1.767
27 H 0.982 -0.852 1.408
28 H 0.094 0.573 -1.246
29 H 1.742 -0.064 -0.712
30 H 0.577 2.628 -0.170
31 H -5.827 0.664 0.983
32 C 3.942 3.652 -1.887
33 Br 3.302 2.629 -3.408
34 Br 5.724 3.104 -1.349
35 Br 3.840 5.564 -2.207
36 H 3.274 3.433 -1.053
37 C -7.687 0.047 5.708
38 Br -7.994 0.785 7.475
39 Br -9.194 -1.011 5.095
40 Br -7.203 1.423 4.426
41 H -6.835 -0.629 5.788
42 C -0.136 5.825 -3.589
43 Br -0.322 7.371 -2.431
44 Br 1.260 6.079 -4.913
45 Br 0.120 4.189 -2.573
46 H -1.075 5.719 -4.133
47 C 5.093 0.497 -6.452
48 Br 3.467 1.451 -6.912
49 Br 6.626 1.683 -6.347
50 Br 4.871 -0.539 -4.827
51 H 5.291 -0.208 -7.260
52 C 1.782 -4.443 -0.506
53 Br 2.685 -2.982 -1.406
54 Br 1.188 -3.937 1.272
55 Br 0.331 -5.163 -1.573
56 H 2.514 -5.243 -0.381
57 C 6.188 -5.889 -1.838
58 Br 7.077 -4.424 -2.749
59 Br 5.617 -5.387 -0.053
60 Br 4.723 -6.609 -2.888
61 H 6.923 -6.687 -1.725
62 C -4.213 -5.449 -1.571
63 Br -4.400 -3.838 -0.498
64 Br -2.799 -5.276 -2.887
65 Br -3.985 -7.034 -0.475
66 H -5.148 -5.571 -2.118
67 C 7.942 -8.582 1.540
68 Br 8.837 -7.120 0.631
69 Br 7.366 -8.077 3.324
70 Br 6.479 -9.300 0.485
71 H 8.674 -9.382 1.656
72 C 4.209 -5.927 4.676
73 Br 5.101 -4.461 3.770
74 Br 3.624 -5.425 6.457
75 Br 2.756 -6.649 3.611
76 H 4.943 -6.725 4.794
77 C -1.395 11.677 -2.756
78 Br -2.405 13.230 -3.332
79 Br -2.458 10.502 -1.632
80 Br -0.611 10.728 -4.257
81 H -0.570 12.042 -2.144

Forces on atoms 1 to 2 (eV/Å):
C 0.24 0.61 0.63
C -0.13 -1.70 0.29

Values from the calculation:
Energy: -2139069.7703 eV
E_HOMO: -11.405 eV
LUMO level: -0.154 Eh
Charge: +1

Calculated atomic charges, method Löwdin, unit e: -0.20 -0.75 0.80 -0.18 -0.10 0.10 -0.02 -0.13 -0.15 -0.23 -0.14 -0.09 -0.01 -0.04 0.13 0.08 0.09 0.09 0.07 0.07 0.15 0.13 0.14 0.10 0.13 0.12 0.09 0.13 0.11 0.03 0.18 -1.59 0.50 0.58 0.55 -0.05 -1.62 0.59 0.58 0.53 -0.04 -1.57 0.54 0.57 0.54 -0.02 -1.60 0.54 0.57 0.52 -0.03 -1.58 0.56 0.57 0.54 -0.06 -1.60 0.57 0.51 0.56 -0.07 -1.59 0.60 0.54 0.58 -0.02 -1.58 0.58 0.57 0.57 -0.02 -1.61 0.54 0.57 0.54 -0.06 -1.61 0.57 0.53 0.54 -0.02

---

Entry 4:
Formula: C20H25BrI2N4O9P2Ti
Source: the Open Molecules 2025 dataset
Level of theory: wB97M-V/def2-TZVPD

CARTESIAN COORDINATES (ANGSTROEM)
1 Ti -0.127 1.347 0.083
2 I -1.494 2.082 3.795
3 C -3.479 2.094 3.074
4 I -3.808 3.370 1.419
5 H -4.118 2.439 3.876
6 H -3.725 1.084 2.774
7 Br 0.282 2.654 -3.490
8 C -1.068 1.412 -3.064
9 C -1.832 0.904 -4.111
10 C -2.817 -0.016 -3.820
11 C -3.016 -0.403 -2.498
12 C -2.216 0.157 -1.531
13 N -1.252 1.062 -1.802
14 C -2.426 -0.193 -0.064
15 O -3.197 -1.063 0.253
16 O -1.732 0.552 0.765
17 H -1.637 1.241 -5.118
18 H -3.429 -0.425 -4.612
19 H -3.776 -1.110 -2.198
20 N 3.169 4.365 -0.649
21 C 2.480 3.888 0.615
22 C 3.117 4.585 1.811
23 P 2.616 2.063 0.778
24 O 2.301 1.660 -0.791
25 O 3.929 1.596 1.222
26 O 1.322 1.708 1.498
27 P 0.725 4.470 0.340
28 O 0.131 4.723 1.784
29 O 0.891 5.696 -0.476
30 O -0.037 3.296 -0.271
31 H 4.159 4.554 -0.494
32 H 2.652 5.227 -0.931
33 H 3.066 3.660 -1.383
34 H 4.178 4.337 1.878
35 H 2.639 4.239 2.725
36 H 2.993 5.668 1.749
37 H 2.871 0.926 -1.063
38 H 0.044 5.662 1.994
39 C -0.007 -4.919 1.461
40 N 0.220 -3.488 1.495
41 N 0.213 -2.736 0.347
42 C 0.543 -1.456 0.658
43 O 0.585 -0.556 -0.260
44 C 0.771 -1.413 2.043
45 C 0.563 -2.690 2.520
46 C 0.656 -3.198 3.916
47 C -0.097 -3.277 -0.940
48 C -1.424 -3.412 -1.318
49 C -1.711 -3.948 -2.565
50 C -0.683 -4.329 -3.416
51 C 0.642 -4.181 -3.025
52 C 0.941 -3.655 -1.778
53 H -0.898 -5.138 0.877
54 H -0.168 -5.251 2.482
55 H 0.849 -5.442 1.035
56 H 1.044 -0.543 2.613
57 H 1.073 -2.423 4.554
58 H 1.298 -4.076 3.982
59 H -0.330 -3.461 4.300
60 H -2.210 -3.095 -0.644
61 H -2.742 -4.069 -2.872
62 H -0.913 -4.748 -4.386
63 H 1.441 -4.479 -3.691
64 H 1.966 -3.530 -1.454

Forces on atoms 1 to 2 (eV/Å):
Ti 0.74 0.04 -0.20
I 0.11 0.03 0.08

Values from the calculation:
Multiplicity: 2
Energy: -173475.7586 eV
E_HOMO (spin up / spin down): -10.920 / -10.990 eV
LUMO level (spin up / spin down): -0.099 / -0.102 Eh
<S²>: 0.752
ΔE to the lowest compared entry with this formula, charge and spin: 14.2 kcal/mol
Charge: +1

Calculated atomic charges, method Löwdin, unit e: 1.04 0.81 -1.17 0.76 -0.04 -0.04 0.86 -0.68 -0.08 -0.01 0.02 -0.16 0.02 -0.55 0.11 -0.21 0.11 0.12 0.13 0.18 -0.49 -0.06 0.35 -0.21 -0.24 -0.39 0.36 -0.13 -0.27 -0.41 0.17 0.13 0.14 0.09 0.10 0.10 0.11 0.11 0.04 -0.04 0.07 -0.37 -0.12 0.08 -0.23 0.00 -0.20 -0.01 -0.06 -0.06 -0.06 0.00 0.10 0.10 0.11 0.11 0.09 0.09 0.10 0.11 0.11 0.11 0.11 0.13